# 1
{
  "formula": "C5H6BN4O4",
  "method": "ωB97M-V/def2-TZVPD",
  "relative_energy_kcal_mol": 0.0,
  "gap_ev": 6.493,
  "e_lumo_ev": 2.1944,
  "charge": -1,
  "homo_energy_ev": -4.30,
  "total_energy_ha": -738.73297,
  "symbols": ["O", "N", "C", "C", "C", "N", "O", "O", "N", "C", "N", "C", "O", "H", "H", "H", "B", "H", "H", "H"],
  "coordinates": [[1.2652, -1.0477, 2.5215], [1.6292, 0.0434, 2.0153], [1.1673, 0.4881, 0.7435], [0.1509, -0.4219, 0.0606], [0.1172, -0.0836, -1.3702], [-0.4358, -0.8087, -2.3940], [-1.0072, -1.8667, -2.5041], [-0.2711, 0.0274, -3.5626], [0.3834, 1.2282, -3.2461], [0.6224, 1.1335, -1.8863], [1.2972, 1.9958, -1.1288], [1.5586, 1.6696, 0.1473], [2.3830, 0.8727, 2.5842], [0.5281, -1.4683, 0.1274], [2.1360, 2.3633, 0.7478], [-0.8472, -0.3869, 0.5047], [-2.7364, -0.9468, 1.7026], [-3.1569, 0.1129, 1.2527], [-2.7883, -1.9649, 0.9984], [-1.9957, -0.9394, 2.6861]],
  "forces_ev_per_a": [[0.49, 1.45, -0.86], [-0.05, 1.59, -0.29], [-1.21, -1.85, 0.34], [1.50, -1.33, 0.09], [-1.33, -1.13, -2.12], [1.87, 3.74, 1.55], [-0.36, -0.81, -0.12], [-0.08, -0.34, 0.38], [0.28, -0.84, 2.96], [-0.75, -1.01, -2.63], [0.74, 1.66, 0.96], [-0.19, -0.24, -0.91], [-0.29, -1.38, 0.38], [-0.56, 0.43, 0.30], [0.10, 0.04, -0.23], [-0.19, 0.01, 0.21], [1.37, 0.03, -0.77], [-0.08, -0.74, 0.48], [-0.32, 0.78, 0.79], [-0.92, -0.08, -0.51]]
}

***

# 2
{
  "formula": "C5H6BrCl2F",
  "method": "ωB97M-V/def2-TZVPD",
  "relative_energy_kcal_mol": 0.0,
  "gap_ev": 11.107,
  "e_lumo_ev": 0.6548,
  "homo_energy_ev": -10.45,
  "total_energy_ha": -3788.32504,
  "symbols": ["C", "C", "C", "C", "C", "F", "Cl", "Cl", "Br", "H", "H", "H", "H", "H", "H"],
  "coordinates": [[-0.2110, 0.9043, 0.0737], [-0.6097, -0.5580, -0.1719], [0.6061, -0.2399, 0.5652], [1.8666, -0.5647, -0.0174], [3.1170, 0.3908, 0.3499], [3.3193, 0.3838, 1.6739], [2.2447, -2.3108, 0.4296], [2.6779, 2.1134, -0.0877], [4.7231, -0.0083, -0.4636], [0.1688, 1.5316, -0.8269], [-0.8213, 1.4747, 0.6988], [-1.2909, -0.9472, 0.5650], [-0.4448, -0.9060, -1.1286], [0.6232, -0.4654, 1.6785], [1.7043, -0.5186, -1.0630]],
  "forces_ev_per_a": [[0.75, -0.09, -3.01], [-0.41, 1.47, 2.06], [0.15, 0.90, 3.95], [2.91, -0.12, -0.12], [-2.52, 0.23, 0.20], [-0.22, -0.13, 0.56], [0.14, 0.97, -0.37], [0.19, -0.59, 0.12], [1.27, -0.69, -0.95], [-0.70, -1.51, 1.65], [-0.59, 0.66, 1.20], [-0.89, -0.35, -0.86], [-0.34, -1.11, -1.76], [-0.36, 0.51, -1.37], [0.61, -0.14, -1.30]]
}

***

# 3
{
  "formula": "C5H6BrClN5",
  "method": "ωB97M-V/def2-TZVPD",
  "relative_energy_kcal_mol": 35.3,
  "gap_ev": 8.471,
  "smiles": "[H]/N=C/N=C1/C(Cl)=NC[N+](N)=C1Br",
  "e_lumo_ev": -5.4262,
  "charge": 1,
  "homo_energy_ev": -13.90,
  "total_energy_ha": -3501.71856,
  "symbols": ["C", "C", "C", "C", "C", "N", "N", "N", "N", "N", "Cl", "Br", "H", "H", "H", "H", "H", "H"],
  "coordinates": [[-1.6115, -0.1473, 2.2692], [0.2128, 0.4691, 1.1276], [1.6989, 0.1879, 1.0548], [1.5760, -0.5462, -1.1903], [-0.4377, 0.6537, -0.1801], [-0.3330, 0.1663, 2.2268], [2.2130, -0.3761, 0.0269], [0.1802, 0.1045, -1.2297], [-2.1207, -0.7797, 1.3092], [-0.1749, 0.1248, -2.5051], [2.7666, 0.5088, 2.4063], [-2.0284, 1.4944, -0.5290], [-2.0075, 0.3520, 3.3063], [2.3197, -0.0728, -1.9673], [1.4361, -1.6549, -1.4737], [-3.0679, -1.0085, 1.2943], [-1.1346, 0.5595, -2.7925], [0.5128, -0.0358, -3.1536]],
  "forces_ev_per_a": [[-3.93, 1.42, 2.94], [1.34, -0.89, 0.64], [1.33, -0.26, -1.22], [0.53, -0.71, -0.49], [1.12, -1.61, -2.61], [3.56, 0.73, -0.62], [-0.07, 0.79, 2.07], [1.12, 0.86, 0.97], [1.64, -0.20, -0.13], [-5.75, 1.72, 0.37], [-1.17, -0.19, -0.71], [-0.22, 0.71, -0.05], [-0.12, -1.64, -2.50], [-1.97, -0.54, 1.01], [0.08, 1.66, 0.54], [-1.94, -0.38, 0.61], [2.68, -1.09, 0.85], [1.75, -0.37, -1.67]]
}

***

# 4
{
  "formula": "C5H6BrINO",
  "method": "ωB97M-V/def2-TZVPD",
  "relative_energy_kcal_mol": 17.1,
  "gap_ev": 8.412,
  "e_lumo_ev": -4.7494,
  "charge": 1,
  "homo_energy_ev": -13.16,
  "total_energy_ha": -3195.49121,
  "symbols": ["C", "C", "C", "C", "C", "N", "O", "Br", "I", "H", "H", "H", "H", "H", "H"],
  "coordinates": [[-1.2721, -0.8368, 1.1993], [0.1160, -0.5355, 1.2114], [-0.9663, -1.7382, -0.9127], [-1.8746, -1.3907, 0.0486], [0.8720, -0.8427, 0.1291], [1.0460, 1.1578, -0.6122], [0.2714, -1.4945, -0.8583], [-3.7355, -1.6103, -0.0833], [2.9446, -1.4015, 0.0394], [-2.0101, -0.5480, 2.0117], [0.6250, -0.0811, 2.0861], [-1.2793, -2.3437, -1.7224], [2.0166, 1.3280, -0.6200], [0.5904, 1.6278, 0.2050], [0.4460, 1.4042, -1.4548]],
  "forces_ev_per_a": [[0.07, 1.45, 0.68], [-2.19, -0.15, 3.02], [-4.45, -0.71, 0.11], [1.11, 0.35, 0.40], [1.52, -0.99, -1.29], [-3.50, 0.55, 0.06], [3.02, 0.05, -0.38], [0.53, -0.15, -0.08], [-0.70, 0.51, 0.39], [1.53, -0.39, -0.66], [-0.65, -0.43, -0.58], [0.04, -0.27, -1.07], [1.09, 0.74, -0.65], [0.83, -0.34, -1.07], [1.76, -0.22, 1.14]]
}

***

# 5
{
  "formula": "C5H6BrN",
  "method": "ωB97M-V/def2-TZVPD",
  "relative_energy_kcal_mol": 79.6,
  "gap_ev": 8.914,
  "e_lumo_ev": -1.2609,
  "homo_energy_ev": -10.17,
  "total_energy_ha": -2822.71132,
  "symbols": ["C", "C", "C", "C", "C", "N", "Br", "H", "H", "H", "H", "H", "H"],
  "coordinates": [[0.8661, 2.3511, 1.0754], [-0.6119, 0.5064, 1.0764], [-0.2434, -0.2839, 0.0702], [-0.9240, -1.5471, -0.3111], [0.8909, 0.0782, -0.9101], [1.4757, 3.3145, 1.1951], [-1.8089, 0.6940, 2.4377], [-1.7500, -1.8052, 0.3651], [-0.0897, -2.3315, -0.1601], [-1.1181, -1.5110, -1.2803], [0.5148, 0.6147, -1.7207], [1.2069, -0.8179, -1.3793], [1.5915, 0.7377, -0.4582]],
  "forces_ev_per_a": [[-2.72, -3.19, 0.17], [2.24, 1.32, -0.99], [0.49, 2.08, 0.15], [2.19, -1.63, 5.43], [-1.38, -0.40, 1.60], [0.63, 0.83, 0.02], [0.37, -0.08, -0.43], [0.07, 0.05, -0.59], [-1.40, 0.83, -0.28], [-1.36, -0.03, -4.27], [-1.18, 1.19, -1.30], [1.08, -0.92, 0.05], [0.98, -0.05, 0.42]]
}

***

# 6
{
  "formula": "C5H6BrN3O2",
  "method": "ωB97M-V/def2-TZVPD",
  "relative_energy_kcal_mol": 124.4,
  "gap_ev": 9.120,
  "smiles": "N=C=N/C=C\\[C@@H](Br)/C=[N+](\\[O-])O",
  "e_lumo_ev": 0.3741,
  "homo_energy_ev": -8.75,
  "total_energy_ha": -3082.69353,
  "symbols": ["C", "C", "C", "C", "C", "N", "N", "N", "O", "O", "Br", "H", "H", "H", "H", "H", "H"],
  "coordinates": [[1.1655, -0.5713, 1.4791], [1.4780, 0.5293, 0.5277], [0.1752, -1.4434, 1.3561], [0.6214, 0.6805, -0.6987], [-1.4869, -1.9477, -0.4591], [-0.6012, -1.4760, 0.2110], [-2.2680, -2.4435, -1.1758], [-0.2215, 1.6458, -0.7122], [-1.0681, 1.7892, -1.8444], [-0.4596, 2.4389, 0.2095], [3.2216, 0.0426, -0.4021], [1.7263, -0.5111, 2.3750], [1.7873, 1.4149, 0.9087], [-0.1168, -2.0952, 2.2026], [0.7848, 0.0961, -1.4759], [-1.2286, 2.6991, -2.0263], [-2.8499, -2.3900, -2.0913]],
  "forces_ev_per_a": [[-0.22, 1.19, -0.17], [-0.12, -3.44, -2.71], [-0.99, -0.27, -0.02], [-0.55, 2.51, 3.46], [2.01, 0.94, 1.33], [0.17, -0.02, 0.48], [-3.88, -1.36, -4.21], [-0.99, 1.10, -0.01], [0.74, -2.82, -0.20], [0.08, 0.33, 0.21], [0.38, -0.13, 0.23], [0.39, -0.27, 0.79], [0.27, 2.62, 1.61], [0.33, 0.23, -0.74], [0.23, -2.32, -3.53], [0.21, 1.58, 0.54], [1.94, 0.13, 2.93]]
}

***

# 7
{
  "formula": "C5H6BrN3O2",
  "method": "ωB97M-V/def2-TZVPD",
  "relative_energy_kcal_mol": 152.6,
  "gap_ev": 8.566,
  "e_lumo_ev": -0.0749,
  "homo_energy_ev": -8.64,
  "total_energy_ha": -3082.64858,
  "symbols": ["C", "C", "C", "C", "C", "N", "N", "N", "O", "O", "Br", "H", "H", "H", "H", "H", "H"],
  "coordinates": [[-2.1678, 0.5713, 1.2242], [-1.1801, -0.2623, 2.0048], [-2.1349, 1.1774, 0.0139], [-0.0715, -0.9058, 1.5510], [-0.6454, 1.2272, -1.9192], [-1.0180, 1.1378, -0.7763], [-0.1388, 1.3913, -2.9917], [1.0764, -1.2748, 1.1474], [2.1713, -0.6351, 1.1644], [1.0259, -2.4791, 0.3230], [3.6872, -0.1534, -1.9694], [-3.1645, 0.5808, 1.6914], [-1.4993, -0.5560, 2.9671], [-2.9543, 1.7734, -0.3277], [4.3089, -0.3376, -0.7330], [0.7713, 1.3170, -3.4113], [1.9337, -2.5720, 0.0413]],
  "forces_ev_per_a": [[-0.57, -0.43, 0.35], [1.59, -0.90, -2.93], [1.34, -1.03, 1.19], [-0.96, 1.33, 0.46], [1.27, 0.40, -0.06], [-0.52, -0.16, 0.30], [-0.33, 0.06, -0.60], [-0.91, 0.65, -1.15], [-0.51, -0.90, 0.23], [-0.73, 0.71, 1.12], [-0.23, 0.04, -0.64], [0.65, 0.30, 0.04], [-0.34, -0.08, 1.05], [-0.53, 0.05, -0.18], [0.16, -0.04, 0.63], [-0.24, -0.15, 0.27], [0.85, 0.16, -0.09]]
}

***

# 8
{
  "formula": "C5H6BrNOS",
  "method": "ωB97M-V/def2-TZVPD",
  "relative_energy_kcal_mol": 139.2,
  "gap_ev": [7.897, 7.896],
  "e_lumo_ev": [-0.4260, -0.4265],
  "homo_energy_ev": [-8.32, -8.32],
  "total_energy_ha": -3296.06876,
  "symbols": ["C", "C", "C", "C", "C", "N", "O", "S", "Br", "H", "H", "H", "H", "H", "H"],
  "coordinates": [[1.9190, -0.2267, -0.7629], [3.9978, 0.7339, 0.0978], [0.6993, 0.6502, -0.6789], [-0.4008, -0.0575, 0.0373], [0.1828, -1.0444, 1.0799], [3.6967, 1.8561, 0.3870], [2.8379, 2.6812, 0.4083], [1.6669, -1.6435, 0.1416], [5.1842, -0.5818, 0.0711], [1.0740, 1.4791, -0.2047], [0.3478, 0.7953, -1.6544], [-1.0877, 0.4775, 0.5963], [-1.1553, -0.5982, -0.6950], [0.4902, -0.5092, 1.9792], [-0.3854, -1.8122, 1.3456]],
  "forces_ev_per_a": [[-0.16, -1.54, -0.08], [-0.02, 1.63, 0.42], [0.20, -3.08, 0.26], [-1.88, -3.18, -0.22], [2.60, 3.17, -2.32], [0.19, -3.58, -0.93], [-0.91, 2.54, 0.46], [0.29, 1.40, 0.13], [0.74, -0.52, 0.01], [0.54, 2.72, 0.97], [0.07, 1.08, -1.61], [-1.15, 2.06, 0.96], [1.89, 0.61, 1.10], [0.29, -0.04, -0.07], [-2.68, -3.26, 0.93]]
}

***

# 9
{
  "formula": "C5H6BrNS",
  "method": "ωB97M-V/def2-TZVPD",
  "relative_energy_kcal_mol": 163.4,
  "gap_ev": [6.217, 6.330],
  "e_lumo_ev": [-1.7874, -1.8846],
  "homo_energy_ev": [-8.00, -8.21],
  "total_energy_ha": -3220.80808,
  "symbols": ["C", "C", "C", "C", "C", "N", "S", "Br", "H", "H", "H", "H", "H", "H"],
  "coordinates": [[2.3249, -0.4389, -0.1377], [1.9403, -0.1891, -1.5724], [-0.6270, -0.1293, -0.8598], [-1.3029, -0.0782, 1.4970], [-1.6917, 0.0678, -0.0267], [1.5976, -0.3181, 0.8302], [0.3164, 0.2375, -2.0787], [-2.3548, 2.0088, -0.1674], [3.4239, -0.6938, -0.2655], [2.5854, -0.0122, -2.3160], [-1.2362, -1.0309, 1.9189], [-2.0285, 0.4319, 2.1029], [-0.3192, 0.4685, 1.4328], [-2.6282, -0.3242, -0.3575]],
  "forces_ev_per_a": [[0.56, 0.62, -3.87], [-3.20, -0.11, 2.39], [2.94, -0.61, -0.19], [0.57, 2.59, -1.66], [-1.53, 1.01, 2.11], [-1.35, -0.42, 0.81], [1.28, -0.64, 1.24], [0.05, 0.39, -0.11], [-0.71, 0.09, 0.95], [2.71, 0.30, -2.70], [0.54, -1.85, -0.11], [-0.34, 0.53, 0.08], [-1.12, -0.83, 1.09], [-0.39, -1.05, -0.05]]
}

***

# 10
{
  "formula": "C5H6BrNS",
  "method": "ωB97M-V/def2-TZVPD",
  "relative_energy_kcal_mol": 81.5,
  "spin_multiplicity": 3,
  "gap_ev": [5.196, 6.230],
  "s2": 2.0225,
  "e_lumo_ev": [0.6955, -2.6029],
  "homo_energy_ev": [-4.50, -8.83],
  "total_energy_ha": -3220.80775,
  "symbols": ["C", "C", "C", "C", "C", "N", "S", "Br", "H", "H", "H", "H", "H", "H"],
  "coordinates": [[2.3842, -1.4313, -0.1138], [1.9071, -0.1891, -0.0071], [-0.1066, -0.5027, 0.2146], [-2.2925, 0.7846, -0.0673], [-0.6938, 0.8878, 0.0982], [-0.2747, -1.7224, 0.0925], [1.0501, -2.6971, -0.0465], [2.9075, 1.3706, 0.0389], [3.3350, -1.9555, -0.0060], [-2.7997, 0.6192, 0.8528], [-2.5494, 0.1928, -0.8852], [-2.5503, 1.8029, -0.4480], [-0.1940, 1.4307, 0.9839], [-0.1229, 1.4094, -0.7072]],
  "forces_ev_per_a": [[-0.55, -3.56, 0.65], [-1.45, 0.76, -1.31], [2.03, 2.18, 0.31], [2.74, 4.04, -0.11], [-0.24, -1.82, 1.10], [-3.16, 1.62, 0.05], [3.74, 0.10, -0.75], [0.18, -0.10, 0.22], [0.01, 0.70, 0.36], [-0.34, -0.48, 0.53], [-0.30, -1.65, -0.89], [-0.30, -0.48, 0.60], [-1.58, -0.58, -0.78], [-0.79, -0.71, 0.02]]
}

***

# 11
{
  "formula": "C5H6ClN",
  "method": "ωB97M-V/def2-TZVPD",
  "relative_energy_kcal_mol": 68.5,
  "gap_ev": 10.054,
  "smiles": "C#C/C(=C\\Cl)CN",
  "e_lumo_ev": 0.8789,
  "homo_energy_ev": -9.17,
  "total_energy_ha": -708.95499,
  "symbols": ["C", "C", "C", "C", "C", "H", "H", "H", "H", "H", "H", "N", "Cl"],
  "coordinates": [[-0.4243, -1.0005, -0.2529], [0.2117, 0.3791, 0.0605], [-0.2126, 1.5700, -0.3347], [1.4825, 0.2315, 0.7575], [2.5312, 0.1403, 1.3639], [-2.2011, -0.1924, -0.3333], [-2.3275, -1.7276, -0.8906], [-0.6081, -1.5751, 0.7950], [0.1565, -1.6026, -0.9759], [-0.9993, 1.4989, -0.9908], [3.5638, 0.0701, 1.6950], [-1.7626, -0.8290, -0.9381], [0.5898, 3.0373, 0.0444]],
  "forces_ev_per_a": [[-1.95, -0.57, 0.88], [1.77, -1.83, 0.60], [1.32, -0.88, 0.93], [0.50, 0.19, 0.85], [-0.30, -0.01, -0.93], [-1.44, 0.98, 0.73], [1.15, 1.52, -0.04], [0.97, 1.19, -2.33], [0.30, 0.32, 0.89], [-1.98, 0.99, -1.41], [-0.89, 0.03, 0.00], [0.90, -1.84, 0.06], [-0.34, -0.09, -0.22]]
}

***

# 12
{
  "formula": "C5H6ClN2",
  "method": "ωB97M-V/def2-TZVPD",
  "relative_energy_kcal_mol": 84.1,
  "gap_ev": [7.165, 7.169],
  "smiles": "CC=C=[N+]=N/C=C/Cl",
  "e_lumo_ev": [-7.0294, -7.0279],
  "charge": 1,
  "homo_energy_ev": [-14.19, -14.20],
  "total_energy_ha": -763.37000,
  "symbols": ["C", "C", "C", "C", "C", "N", "N", "Cl", "H", "H", "H", "H", "H", "H"],
  "coordinates": [[1.2639, -0.4199, -1.9315], [0.6441, 0.7147, -1.4289], [-0.6294, -0.7218, 1.5090], [-0.2489, -1.4319, 0.4124], [-1.2292, 0.6896, 1.4227], [1.3107, -1.6710, -1.3414], [0.4105, -1.9177, -0.4987], [1.0468, 2.3292, -1.6986], [2.1783, -0.2756, -2.5464], [-0.2976, -1.0728, 2.5151], [-0.1901, 0.7605, -0.6840], [-2.0844, 0.6766, 2.2040], [-0.4154, 1.4962, 1.5807], [-1.7594, 0.8439, 0.4857]],
  "forces_ev_per_a": [[1.87, 1.43, 0.21], [-0.99, -0.69, 0.99], [1.57, -0.43, -1.22], [-0.04, 1.10, 1.63], [-0.75, -0.44, 1.27], [-1.10, 0.30, 0.23], [-0.48, 0.96, 0.36], [0.39, -0.51, -0.57], [-1.08, -0.12, 0.02], [-0.62, -0.09, -0.92], [0.83, -0.85, -1.01], [1.68, 0.59, -0.95], [-1.47, -1.33, 0.11], [0.19, 0.07, -0.13]]
}